{"formula": "C50H37N3O8Pd", "method": "wB97M-V/def2-TZVPD", "elements": ["Pd", "O", "C", "C", "C", "C", "C", "C", "C", "C", "C", "O", "C", "C", "C", "C", "C", "C", "C", "C", "C", "C", "C", "C", "N", "C", "C", "C", "C", "C", "C", "C", "C", "C", "C", "C", "C", "H", "H", "H", "H", "H", "H", "H", "H", "H", "H", "H", "H", "H", "H", "H", "H", "H", "H", "H", "H", "H", "H", "H", "H", "H", "H", "H", "O", "C", "O", "C", "C", "C", "C", "C", "C", "C", "C", "C", "N", "H", "H", "H", "H", "H", "H", "O", "C", "O", "C", "C", "C", "C", "C", "C", "N", "O", "O", "H", "H", "H", "H"], "positions_angstrom": [[-0.653, -0.492, 0.077], [-0.447, -0.912, 1.930], [0.067, -0.107, 2.975], [0.235, 1.350, 2.531], [1.357, 1.440, 1.559], [2.507, 2.165, 1.813], [3.488, 2.225, 0.840], [3.289, 1.562, -0.357], [2.127, 0.829, -0.539], [1.824, 0.079, -1.786], [1.713, -1.431, -1.547], [0.624, -1.727, -0.684], [1.480, -2.089, -2.926], [0.419, -2.953, -3.143], [0.208, -3.527, -4.391], [1.069, -3.251, -5.441], [2.156, -2.415, -5.226], [2.362, -1.846, -3.979], [2.979, -2.064, -0.968], [2.852, -3.254, -0.254], [3.973, -3.928, 0.203], [5.244, -3.420, -0.039], [5.380, -2.234, -0.743], [4.253, -1.565, -1.209], [1.203, 0.763, 0.419], [-0.995, -0.242, 4.068], [-1.086, -1.462, 4.736], [-2.077, -1.677, 5.679], [-2.996, -0.676, 5.963], [-2.917, 0.537, 5.297], [-1.926, 0.750, 4.347], [1.427, -0.592, 3.459], [2.230, -1.375, 2.644], [3.527, -1.688, 3.035], [4.023, -1.228, 4.247], [3.213, -0.461, 5.076], [1.922, -0.145, 4.682], [-0.686, 1.679, 2.056], [0.432, 1.978, 3.399], [2.619, 2.672, 2.762], [4.394, 2.794, 1.008], [4.019, 1.616, -1.153], [0.847, 0.379, -2.158], [2.552, 0.307, -2.560], [-0.226, -3.210, -2.322], [-0.629, -4.200, -4.532], [0.909, -3.699, -6.414], [2.850, -2.207, -6.031], [3.232, -1.217, -3.832], [1.863, -3.652, -0.069], [3.854, -4.854, 0.751], [6.121, -3.947, 0.316], [6.364, -1.829, -0.941], [4.390, -0.653, -1.776], [-0.375, -2.245, 4.505], [-2.134, -2.629, 6.191], [-3.776, -0.844, 6.695], [-3.630, 1.323, 5.512], [-1.894, 1.701, 3.833], [1.836, -1.738, 1.704], [4.148, -2.286, 2.383], [5.034, -1.473, 4.549], [3.588, -0.107, 6.028], [1.290, 0.448, 5.334], [-2.285, -3.842, -0.986], [-2.073, -2.659, -0.866], [-1.682, -2.098, 0.246], [-2.317, -1.714, -1.996], [-3.242, -2.095, -2.986], [-3.497, -1.229, -3.994], [-2.806, 0.002, -4.047], [-3.031, 0.919, -5.102], [-2.335, 2.086, -5.169], [-1.370, 2.373, -4.181], [-1.135, 1.513, -3.147], [-1.865, 0.305, -3.036], [-1.658, -0.580, -1.991], [-3.710, -3.064, -2.895], [-4.215, -1.465, -4.770], [-3.765, 0.665, -5.857], [-2.515, 2.788, -5.972], [-0.804, 3.295, -4.239], [-0.420, 1.769, -2.388], [-2.410, 0.611, 0.574], [-2.065, 1.777, 0.132], [-0.969, 1.952, -0.400], [-3.043, 2.890, 0.322], [-4.331, 2.626, 0.778], [-5.237, 3.662, 0.953], [-4.856, 4.969, 0.687], [-3.569, 5.200, 0.240], [-2.653, 4.191, 0.043], [-3.155, 6.598, -0.041], [-3.955, 7.478, 0.200], [-2.044, 6.774, -0.495], [-4.605, 1.602, 0.994], [-6.240, 3.456, 1.301], [-5.533, 5.800, 0.820], [-1.656, 4.401, -0.318]], "forces_ev_per_angstrom": [[0.1296, 0.3803, -0.4368], [0.5004, -0.3960, 0.6405], [-0.3288, 0.0535, -0.0581], [0.0134, 0.0416, 0.0400], [-0.1515, 0.0812, -0.0741], [0.0598, 0.0423, -0.0445], [0.0020, 0.0147, 0.0107], [0.0054, 0.0578, -0.0175], [-0.0142, 0.0087, 0.0469], [0.0756, -0.0051, 0.0232], [-0.3551, -0.1450, 0.0717], [0.8535, -0.6605, -0.0691], [-0.0270, 0.0392, -0.0008], [0.0684, -0.0660, -0.0266], [0.0124, 0.0100, 0.0082], [0.0029, -0.0046, 0.0072], [-0.0017, 0.0036, 0.0225], [-0.0489, 0.0364, -0.0285], [-0.0033, -0.0685, 0.1172], [0.0042, -0.0273, -0.0494], [0.0323, 0.0237, -0.0058], [-0.0252, 0.0107, -0.0104], [-0.0353, -0.0126, 0.0001], [0.0249, 0.0009, -0.0011], [-0.5555, 0.1040, -0.2224], [-0.0538, -0.1319, -0.0862], [-0.0304, 0.0438, 0.0156], [0.0193, 0.0075, -0.0277], [-0.0090, 0.0196, -0.0146], [-0.0025, -0.0299, 0.0088], [0.0410, -0.0008, 0.0606], [0.0633, -0.0634, -0.0121], [0.0131, -0.0559, 0.0086], [0.0014, 0.0210, 0.0234], [-0.0223, -0.0016, -0.0082], [-0.0045, 0.0034, -0.0409], [0.0396, 0.0251, -0.0015], [0.0203, 0.0778, 0.0677], [0.0289, 0.0012, -0.0106], [-0.0103, 0.0020, -0.0062], [-0.0013, -0.0075, 0.0010], [0.0028, -0.0341, 0.0149], [0.0713, 0.0601, -0.0991], [0.0252, 0.0021, 0.0267], [-0.0533, -0.0554, 0.0782], [0.0050, 0.0021, 0.0077], [-0.0052, 0.0091, 0.0004], [0.0011, -0.0026, 0.0055], [-0.0050, -0.0142, -0.0131], [-0.0013, 0.0152, 0.0174], [-0.0003, 0.0016, -0.0029], [-0.0030, 0.0034, 0.0050], [-0.0011, 0.0035, 0.0017], [-0.0019, -0.0024, 0.0200], [0.0014, 0.0048, 0.0083], [-0.0089, 0.0010, -0.0120], [0.0188, 0.0076, 0.0124], [-0.0049, -0.0027, -0.0050], [-0.0059, 0.0040, -0.0094], [-0.0095, 0.0127, 0.0048], [0.0034, -0.0226, -0.0127], [-0.0006, 0.0031, -0.0020], [-0.0064, -0.0162, 0.0048], [0.0033, 0.0033, -0.0084], [-0.1664, -0.0816, -0.0191], [0.0047, -0.0846, 0.5252], [-0.7376, -0.6389, -0.2144], [0.0089, 0.1784, -0.3185], [0.1022, -0.1211, 0.1223], [-0.0384, 0.1024, -0.1343], [-0.0485, -0.0226, -0.0753], [-0.0200, -0.0802, 0.0069], [0.0552, 0.0702, 0.0592], [-0.0284, 0.0064, -0.0839], [-0.0426, -0.0764, 0.0178], [0.1326, -0.1485, 0.1034], [0.1048, 0.5539, -0.0648], [0.0000, 0.0068, 0.0130], [0.0072, 0.0096, 0.0010], [-0.0017, -0.0076, 0.0122], [0.0187, -0.0026, -0.0020], [-0.0048, -0.0017, 0.0043], [-0.0291, 0.0507, 0.0117], [0.8983, 0.2463, -0.0476], [-0.2024, -0.5946, 0.1355], [-0.2855, 1.2596, -0.0148], [-0.1106, -0.0678, 0.0079], [-0.0206, 0.0184, 0.0420], [0.0224, 0.0204, -0.0133], [-0.0752, -0.0511, 0.0390], [0.0802, 0.2932, -0.0546], [0.0758, -0.0766, -0.0636], [-0.0807, -0.2162, 0.0301], [-0.0192, 0.0338, -0.0013], [0.0436, 0.0168, -0.0088], [0.0017, 0.0023, 0.0049], [0.0058, -0.0057, 0.0018], [0.0046, -0.0030, 0.0032], [-0.0113, -0.0053, 0.0112]], "de_lowest_ev": 0.000, "molar_mass_g_mol": 914.3, "energy_ha": -2821.5180}